C3H12N3O | ωB97M-V with the def2-TZVPD basis set

Each line ends with the Mulliken charge.
CARTESIAN COORDINATES (ANGSTROEM)
O: -1.498 -0.704 2.008  -0.43
C: -0.439 -0.943 2.515  0.16
C: 0.776 -0.092 2.201  -0.59
N: 0.378 0.860 1.145  -0.27
H: -0.326 -1.730 3.264  0.39
H: 1.122 0.442 3.086  0.38
H: 1.577 -0.723 1.825  0.32
H: 0.968 1.691 1.097  0.37
H: 0.304 0.352 0.157  0.35
H: -0.590 1.178 1.330  0.40
N: 0.199 -0.358 -1.269  -0.75
C: 0.289 0.719 -2.312  -0.55
N: -0.006 0.354 -3.653  -0.54
H: -0.755 -0.727 -1.281  0.27
H: 0.772 -1.138 -1.588  0.26
H: -0.392 1.509 -1.997  0.37
H: 1.300 1.115 -2.264  0.39
H: 0.673 -0.259 -4.072  0.24
H: -0.931 -0.019 -3.794  0.24

Force components x, y, z for each atom (eV/Å):
O -0.16 0.02 -0.25
C -0.08 0.29 0.37
C -0.04 -0.05 -0.18
N -0.80 0.55 -0.10
H 0.18 -0.24 0.07
H -0.01 -0.12 0.04
H 0.17 -0.03 0.05
H 0.10 -0.23 -0.03
H 0.46 -0.08 -0.02
H 0.38 -0.19 0.06
N -0.36 -0.02 -0.27
C -0.07 -0.08 0.17
N 0.01 0.01 -0.01
H 0.12 0.03 -0.01
H 0.09 0.07 0.27
H -0.07 0.06 0.01
H 0.10 0.03 -0.03
H 0.17 -0.08 -0.11
H -0.18 0.04 -0.02

**F_max**: 0.019 hartree/bohr
**Net charge**: +1
**Lowest unoccupied orbital energy**: -0.115 Eh
**Relative energy (zero: lowest compared OMol25 entry of this formula, charge and spin)**: 1.907 eV
**DFT total energy**: -9816.9063 eV
**Orbital gap**: 9.980 eV